{"formula": "C30H20Cl2CuN3SSe", "method": "wB97M-V/def2-TZVPD", "relative_energy_kj_mol": 0.00, "gap_ha": [0.23403, 0.19967], "total_charge": -1, "spin_multiplicity": 2, "species": ["Cu", "C", "C", "N", "C", "C", "C", "C", "C", "C", "C", "N", "C", "C", "C", "C", "C", "C", "C", "C", "N", "C", "H", "H", "H", "H", "H", "H", "H", "H", "H", "H", "H", "H", "Cl", "C", "C", "C", "C", "C", "Cl", "C", "S", "H", "H", "H", "Se", "C", "C", "C", "C", "C", "C", "H", "H", "H", "H", "H"], "coordinates": [[-0.28, -0.45, -0.68], [-1.26, -1.96, 3.35], [-1.37, -1.38, 2.07], [-0.44, -1.49, 1.16], [0.71, -2.17, 1.44], [0.91, -2.78, 2.69], [-0.13, -2.66, 3.65], [2.11, -3.48, 2.96], [3.06, -3.55, 1.98], [2.88, -2.97, 0.71], [1.72, -2.27, 0.38], [1.36, -1.68, -0.78], [1.80, -1.88, -2.04], [2.99, -2.45, -2.49], [3.28, -2.55, -3.87], [2.42, -2.13, -4.84], [1.18, -1.57, -4.44], [0.22, -1.12, -5.38], [-0.97, -0.62, -4.95], [-1.22, -0.56, -3.57], [-0.35, -0.95, -2.67], [0.86, -1.45, -3.08], [-2.06, -1.84, 4.07], [-2.24, -0.80, 1.80], [0.00, -3.13, 4.62], [2.27, -3.93, 3.93], [3.99, -4.08, 2.18], [3.68, -3.06, 0.00], [3.74, -2.79, -1.79], [4.24, -2.98, -4.16], [2.67, -2.21, -5.89], [0.44, -1.20, -6.44], [-1.72, -0.26, -5.65], [-2.16, -0.17, -3.19], [1.22, 2.02, -2.37], [-0.17, 3.06, -2.26], [-0.27, 4.07, -3.20], [-1.30, 4.99, -3.13], [-2.22, 4.89, -2.10], [-2.12, 3.86, -1.18], [-3.34, 3.81, 0.07], [-1.11, 2.88, -1.22], [-1.02, 1.60, -0.06], [0.48, 4.13, -3.98], [-1.38, 5.78, -3.86], [-3.02, 5.60, -2.00], [0.79, 1.81, 2.25], [-0.56, 1.82, 3.58], [-0.43, 1.03, 4.72], [-1.41, 1.06, 5.71], [-2.54, 1.84, 5.56], [-2.69, 2.61, 4.40], [-1.71, 2.60, 3.43], [0.44, 0.40, 4.83], [-1.29, 0.45, 6.60], [-3.31, 1.85, 6.32], [-3.58, 3.21, 4.27], [-1.83, 3.19, 2.53]]}